(1)
{"formula": "C40H86F6O20", "method": "ωB97M-V with the def2-TZVPD basis set", "lumo_energy_ev": 0.40, "smiles": "CCOC(=O)C(F)(F)F.CCOC(=O)C(F)(F)F.O=C1CCCO1.COCCOC.COCCOC.COCCOC.COCCOC.COCCOC.COCCOC.COCCOC", "elements": ["C", "O", "C", "C", "O", "C", "H", "H", "H", "H", "H", "H", "H", "H", "H", "H", "C", "O", "C", "C", "O", "C", "H", "H", "H", "H", "H", "H", "H", "H", "H", "H", "C", "O", "C", "C", "O", "C", "H", "H", "H", "H", "H", "H", "H", "H", "H", "H", "C", "O", "C", "C", "O", "C", "H", "H", "H", "H", "H", "H", "H", "H", "H", "H", "C", "O", "C", "C", "O", "C", "H", "H", "H", "H", "H", "H", "H", "H", "H", "H", "C", "O", "C", "C", "O", "C", "H", "H", "H", "H", "H", "H", "H", "H", "H", "H", "C", "O", "C", "C", "O", "C", "H", "H", "H", "H", "H", "H", "H", "H", "H", "H", "O", "C", "O", "C", "C", "C", "H", "H", "H", "H", "H", "H", "C", "C", "O", "C", "O", "C", "F", "F", "F", "H", "H", "H", "H", "H", "C", "C", "O", "C", "O", "C", "F", "F", "F", "H", "H", "H", "H", "H"], "xyz": [[-15.1300, 20.2938, -25.4045], [-16.5064, 20.3189, -25.1049], [-17.2326, 19.3990, -25.8932], [-18.7075, 19.7169, -25.7936], [-19.2059, 19.3483, -24.5215], [-20.5705, 19.0535, -24.5465], [-14.6907, 21.1679, -24.9304], [-14.9095, 20.2774, -26.4762], [-14.6608, 19.3914, -24.9922], [-17.0723, 18.3285, -25.7086], [-16.9517, 19.5552, -26.9484], [-19.2317, 19.2305, -26.6280], [-18.9104, 20.7911, -25.9083], [-20.9759, 19.0636, -23.5344], [-20.7717, 18.0445, -24.9254], [-21.1855, 19.7660, -25.1087], [-26.3612, 21.6015, -21.7945], [-26.3744, 21.6371, -23.2247], [-25.2644, 22.2687, -23.7916], [-25.2579, 23.7517, -23.4848], [-24.1411, 24.3685, -24.0941], [-23.9598, 25.6828, -23.6154], [-25.3463, 21.6818, -21.3890], [-26.7212, 20.6123, -21.5150], [-26.9829, 22.4146, -21.4202], [-25.4146, 22.1654, -24.8681], [-24.3013, 21.8177, -23.5275], [-25.2265, 23.9250, -22.3982], [-26.1735, 24.2218, -23.8695], [-23.3579, 26.3180, -24.2690], [-23.4283, 25.6706, -22.6515], [-24.9313, 26.1813, -23.5080], [-22.1079, 25.8312, -28.6121], [-23.4205, 25.7235, -28.1275], [-23.7133, 26.8083, -27.2861], [-25.1152, 26.6759, -26.7498], [-26.1232, 26.9877, -27.7075], [-26.6403, 25.8385, -28.3723], [-21.7995, 24.9638, -29.1987], [-21.3624, 26.0609, -27.8454], [-22.0409, 26.6465, -29.3497], [-23.6176, 27.7640, -27.8154], [-23.0501, 26.8899, -26.4132], [-25.2786, 27.3868, -25.9329], [-25.2979, 25.6831, -26.3194], [-27.0099, 25.0778, -27.6793], [-25.8714, 25.3951, -29.0132], [-27.4283, 26.2259, -29.0166], [-24.9409, 17.8353, -30.8363], [-24.6356, 19.0657, -30.2256], [-23.9492, 19.9614, -31.1132], [-23.5449, 21.1820, -30.3235], [-24.6649, 21.8783, -29.8872], [-24.3634, 22.6351, -28.7472], [-24.1271, 17.5262, -31.5056], [-25.8253, 17.9101, -31.4887], [-25.1292, 17.0707, -30.0888], [-24.7478, 20.2475, -31.8260], [-23.0877, 19.5150, -31.6207], [-22.8540, 21.8247, -30.8831], [-22.9499, 20.7797, -29.4862], [-24.0273, 21.9585, -27.9523], [-25.2124, 23.1960, -28.3662], [-23.5570, 23.3544, -28.9216], [-17.7675, 24.7342, -21.3377], [-16.9901, 23.6023, -21.6384], [-17.5975, 22.7494, -22.5906], [-17.4644, 23.1668, -24.0416], [-18.0555, 24.4379, -24.3055], [-17.5911, 24.9609, -25.5151], [-17.8726, 25.4023, -22.1855], [-17.2625, 25.2536, -20.5214], [-18.7633, 24.4562, -20.9697], [-18.6480, 22.5332, -22.3544], [-17.0213, 21.8293, -22.4647], [-17.9033, 22.4236, -24.7195], [-16.4055, 23.1667, -24.3369], [-17.8580, 24.4191, -26.4277], [-16.5153, 25.1711, -25.5298], [-18.0623, 25.9377, -25.6652], [-18.3630, 22.5217, -32.5670], [-17.9319, 23.3175, -33.6300], [-16.9044, 24.1743, -33.2655], [-16.4440, 25.0264, -34.3994], [-16.0718, 24.1883, -35.4778], [-15.4352, 24.8989, -36.4849], [-18.5695, 23.1610, -31.7007], [-17.5814, 21.8172, -32.2346], [-19.1681, 21.8740, -32.8980], [-16.0443, 23.6221, -32.8511], [-17.2206, 24.7927, -32.4096], [-15.6243, 25.6774, -34.0886], [-17.2616, 25.6247, -34.8161], [-14.4131, 25.2330, -36.2402], [-15.9131, 25.8688, -36.7013], [-15.4158, 24.2683, -37.3658], [-20.1355, 23.1313, -19.1813], [-20.8608, 23.2235, -20.4020], [-21.5893, 22.0648, -20.6714], [-20.8055, 20.9275, -21.3252], [-19.7008, 20.5628, -20.5611], [-18.9509, 19.5291, -21.1590], [-19.7484, 24.1162, -18.9269], [-19.3075, 22.4349, -19.3027], [-20.7549, 22.7835, -18.3480], [-22.4043, 22.2912, -21.3636], [-22.0795, 21.6687, -19.7718], [-20.5237, 21.3492, -22.3042], [-21.4494, 20.0683, -21.5421], [-19.3974, 18.5349, -21.0481], [-17.9962, 19.4871, -20.6228], [-18.6844, 19.7533, -22.1971], [-20.5615, 27.9149, -26.0171], [-20.0026, 28.3048, -25.0438], [-19.2466, 29.4099, -25.1185], [-18.7730, 29.8067, -23.8376], [-19.1504, 28.7064, -22.8381], [-20.1736, 27.8586, -23.6190], [-19.2279, 30.7640, -23.5515], [-17.7184, 30.0908, -23.8262], [-19.6664, 29.1652, -21.9982], [-18.2872, 28.1473, -22.4990], [-21.1826, 28.1145, -23.2901], [-20.1067, 26.7736, -23.5520], [-16.1142, 20.3153, -29.5731], [-15.4396, 20.2479, -30.9285], [-14.7255, 18.9959, -30.9910], [-15.2530, 18.0150, -31.6708], [-16.2685, 18.0533, -32.2813], [-14.4841, 16.6921, -31.5645], [-15.2459, 15.8150, -30.9775], [-14.1820, 16.2430, -32.7601], [-13.3646, 16.8208, -30.8819], [-16.6571, 21.2672, -29.5599], [-15.4022, 20.3497, -28.7515], [-16.8257, 19.5049, -29.4308], [-14.7743, 21.0907, -31.0875], [-16.2168, 20.2421, -31.6892], [-21.1347, 23.1083, -24.2317], [-21.4112, 23.8849, -25.4912], [-20.4607, 23.5479, -26.5212], [-20.7627, 22.6290, -27.3796], [-21.5546, 21.7825, -27.2064], [-19.7811, 22.5456, -28.5626], [-19.0883, 21.4047, -28.4394], [-20.4129, 22.5201, -29.7286], [-18.9382, 23.5554, -28.5901], [-21.5040, 23.6445, -23.3589], [-20.0833, 22.8412, -24.1693], [-21.6754, 22.1570, -24.2419], [-21.4536, 24.9717, -25.4448], [-22.4084, 23.6353, -25.8627]], "lowdin_charge": [-0.096, -0.181, -0.191, -0.201, -0.183, -0.113, 0.088, 0.071, 0.094, 0.140, 0.103, 0.133, 0.108, 0.067, 0.096, 0.085, -0.090, -0.174, -0.217, -0.212, -0.205, -0.112, 0.081, 0.088, 0.089, 0.133, 0.122, 0.123, 0.137, 0.068, 0.095, 0.093, -0.105, -0.177, -0.212, -0.203, -0.178, -0.100, 0.077, 0.079, 0.099, 0.139, 0.097, 0.125, 0.117, 0.085, 0.075, 0.088, -0.125, -0.185, -0.192, -0.243, -0.146, -0.098, 0.081, 0.087, 0.083, 0.135, 0.125, 0.125, 0.122, 0.085, 0.077, 0.072, -0.103, -0.152, -0.180, -0.193, -0.194, -0.111, 0.067, 0.093, 0.067, 0.108, 0.131, 0.103, 0.124, 0.076, 0.094, 0.084, -0.097, -0.152, -0.244, -0.208, -0.171, -0.140, 0.080, 0.070, 0.098, 0.129, 0.129, 0.129, 0.133, 0.088, 0.088, 0.089, -0.099, -0.178, -0.219, -0.231, -0.183, -0.095, 0.084, 0.085, 0.091, 0.110, 0.125, 0.095, 0.124, 0.095, 0.094, 0.072, 0.118, -0.507, 0.046, -0.159, -0.127, -0.063, 0.123, 0.123, 0.110, 0.105, 0.127, 0.118, -0.057, -0.178, 0.048, -0.421, 0.176, -0.626, 0.207, 0.196, 0.184, 0.075, 0.063, 0.087, 0.130, 0.096, -0.033, -0.164, 0.038, -0.456, 0.176, -0.563, 0.157, 0.169, 0.177, 0.081, 0.061, 0.075, 0.115, 0.117]}

***

(2)
{"formula": "C6H7ClN2S", "method": "ωB97M-V with the def2-TZVPD basis set", "lumo_energy_ev": [-0.78, -0.10], "e_above_lowest_kcal_mol": 70.6, "elements": ["C", "C", "C", "C", "C", "C", "N", "N", "S", "Cl", "H", "H", "H", "H", "H", "H", "H"], "xyz": [[-1.7391, -0.4515, 0.3952], [-0.8269, 0.1722, 1.2782], [-1.3323, -1.5186, -0.4321], [0.4580, -0.1753, 1.2137], [0.0145, -1.8088, -0.6066], [0.8733, -1.1716, 0.3294], [2.8422, 1.8859, -1.4701], [3.2277, -0.0173, 0.3159], [2.5879, -1.4362, -0.1273], [4.9152, 0.2420, 0.2234], [-2.9224, -0.3379, 0.4907], [-1.1896, 0.9165, 2.0472], [-1.9616, -1.9994, -1.1825], [1.2665, 0.1458, 1.9351], [0.1972, -2.5986, -1.2118], [1.9220, 1.6782, -1.3123], [3.0192, 2.5451, -0.6018]], "lowdin_charge": [-0.077, -0.110, -0.096, -0.140, -0.113, -0.474, 0.061, -0.910, 0.880, 0.486, 0.143, 0.130, 0.107, 0.128, 0.068, -0.107, 0.024]}

***

(3)
{"formula": "C3H3FS2", "method": "ωB97M-V with the def2-TZVPD basis set", "lumo_energy_ev": [-3.66, -3.68], "e_above_lowest_kcal_mol": 154.1, "elements": ["C", "C", "C", "F", "S", "S", "H", "H", "H"], "xyz": [[-1.2219, 0.5548, -0.2765], [-0.5071, 1.5557, -0.5772], [-0.6445, -0.7512, 0.1180], [2.5886, -0.5754, 1.1155], [-1.5169, -1.7843, 0.9175], [2.5847, -0.5534, -0.5481], [-2.2554, 0.5219, -0.0139], [0.4924, 1.7420, -0.5129], [0.4801, -0.7102, -0.2224]], "lowdin_charge": [-0.275, 0.241, -0.711, -0.640, 0.822, 0.546, 0.093, -0.008, -0.069]}

***

no.,maximum force (eV/Å)
1,2.974
2,5.172
3,3.364